[1]
C34H53NO34S6 | ωB97M-V with the def2-TZVPD basis set

Computed properties:
**Largest force on an atom**: 3.642 eV/Å
**LUMO level**: -0.865 eV

Positions of all 128 atoms, in Å:
C -4.566 -1.838 -0.382
H -4.783 3.358 2.471
O 6.858 1.794 0.862
O 6.225 0.138 2.559
O -4.386 1.532 -8.338
H -2.102 0.172 0.128
S 1.329 3.051 -5.741
C 2.945 -5.095 0.286
H -1.912 2.420 4.798
H 5.139 -5.066 -4.688
H 3.904 -5.132 -0.210
H -5.272 -3.908 -0.474
O -3.258 0.292 2.505
H 6.065 0.625 4.887
C 0.360 2.309 6.568
O 2.559 2.046 -5.543
C 0.823 1.145 -4.230
O 4.702 -3.282 -1.968
O -2.511 0.135 -2.253
H 1.829 3.341 5.486
O 2.446 -2.691 -2.878
O -0.676 1.546 6.193
O 4.304 -3.156 -4.359
C 5.412 1.136 5.601
H -0.060 3.122 3.379
O 4.264 -1.047 -2.949
H -6.797 1.686 2.819
S -4.291 0.314 -7.608
C 3.160 0.605 4.972
H -6.901 -0.802 4.533
O 0.841 2.188 7.618
O -3.634 -0.381 4.798
O -0.869 -0.609 -3.331
H 6.381 0.003 -1.836
H -4.951 4.575 1.141
S -6.826 -1.297 -1.269
O -2.250 4.282 1.819
C -1.025 1.778 4.815
N -1.359 -0.135 -2.350
O -2.722 -0.008 -7.455
C -0.197 0.253 1.139
S 5.747 0.760 1.381
H 3.316 -0.043 4.097
C 6.797 1.856 -0.582
H 3.071 -5.505 1.292
H -3.610 -2.241 -0.693
H 0.343 4.220 5.499
H -3.491 1.564 -4.669
O -7.460 -1.624 -2.486
H -5.262 1.515 0.948
H 6.530 2.849 -0.926
C 0.190 2.470 4.214
H 2.531 -3.337 1.504
O -7.261 -0.163 -0.519
C -6.486 1.176 3.736
O -5.044 1.441 3.780
O 3.503 1.920 4.439
S -4.166 0.128 3.586
C -5.029 2.482 0.498
H 2.781 0.339 -0.460
H 2.863 1.426 -3.591
H -5.484 -3.159 1.115
O -5.385 -0.820 3.147
H 1.746 -6.883 0.016
C 0.752 3.211 5.414
C -4.576 3.598 1.436
C -0.479 0.128 -1.243
H -3.202 -0.211 -4.736
C 0.606 -5.076 -0.332
O -2.698 2.811 0.197
H 4.366 -0.784 6.079
C 4.987 -4.537 -2.614
H 5.807 -5.049 -2.132
H 5.964 1.569 6.422
C 4.221 0.295 6.022
O 4.420 1.262 1.374
H 2.124 0.539 5.276
H 2.668 -2.915 -0.150
H 4.989 1.004 -1.308
O -5.266 -1.218 -1.476
H -1.292 0.811 4.399
O 0.912 -3.932 0.332
H -4.489 -1.064 0.381
H 2.136 -6.192 -1.457
C -3.047 3.613 1.230
H 7.844 1.713 -0.869
H -1.273 0.419 -6.028
C 0.869 0.323 -1.442
H 2.667 0.098 -4.754
O -4.584 0.566 -6.053
H -6.899 1.670 4.608
C 4.771 2.219 4.752
O -0.504 -5.324 -0.654
C -3.875 2.313 -0.472
C 1.168 0.377 0.928
H -7.457 -0.601 2.891
C -2.249 0.778 -6.338
H 0.395 0.146 -4.265
C 2.306 -3.711 0.505
O 5.941 -0.211 0.113
C -3.349 0.702 -5.311
O 1.144 3.300 -7.119
C -1.020 0.182 0.030
C 5.230 -4.182 -4.058
H -0.679 0.291 2.106
H 1.840 0.459 1.776
O -5.040 -0.808 -8.030
H 1.236 0.326 -2.461
C -5.496 -2.975 0.042
C 1.711 0.431 -0.355
O -6.823 -2.529 -0.254
H -2.055 1.780 -6.742
H -3.794 1.319 -0.899
H 6.243 -3.802 -4.235
C 2.359 1.105 -4.502
H 0.648 1.555 -3.228
C -6.658 -0.328 3.574
C 5.982 0.623 -1.045
H 0.918 1.749 3.846
H -5.893 2.751 -0.116
C 1.871 -5.895 -0.437
O 5.226 3.265 4.510
H 4.044 -5.093 -2.585
O 1.469 4.164 -4.868
S 3.825 -2.394 -3.010
O 0.214 2.047 -5.146
H 3.856 0.611 7.004
H -3.973 2.937 -1.373



[2]
C34H54AlIN2O29P | ωB97M-V with the def2-TZVPD basis set

Computed properties:
**Largest force on an atom**: 2.373 eV/Å
**Charge**: -1
**LUMO level**: 1.295 eV

Positions of all 122 atoms, in Å:
C -2.735 -2.341 -0.185
C 11.316 -1.174 -0.385
H 10.808 3.665 -1.269
H 10.669 -2.424 1.292
H -9.220 6.410 -2.148
H -1.853 -1.877 -0.638
H 3.107 -2.278 4.067
C 9.276 2.184 0.547
H -3.620 -2.912 -2.039
H 8.333 4.789 0.156
O 14.479 -2.419 -0.549
C 5.373 -1.420 -1.639
H -1.313 -5.124 5.233
H -1.702 7.716 0.288
O 2.953 -0.495 3.031
H 0.702 -0.909 0.626
H -5.187 2.174 -0.751
C -1.013 -4.686 -0.680
C -6.818 -1.740 -3.577
O -1.234 6.053 -0.828
O 10.396 2.934 0.612
C 6.318 0.155 -0.316
O 6.370 -0.505 -1.591
H 10.708 -1.790 -1.049
H 2.120 -3.908 -1.259
H -7.003 0.266 -5.968
C -8.757 6.118 -3.092
C -7.351 5.583 -2.906
C -1.677 5.850 1.415
H 7.317 0.396 0.025
H -4.134 -3.934 -0.735
C 1.174 -4.116 -1.762
H 2.193 -1.738 0.057
H 4.971 -0.429 1.310
H 10.758 4.887 0.023
H -6.668 -0.309 1.713
H 1.103 -5.181 -1.966
H 0.924 -1.975 5.036
C 5.606 -0.867 0.543
P -5.997 -1.497 1.287
I -2.782 0.821 1.724
C 8.794 4.097 -0.550
O 12.674 -2.601 0.788
H -2.467 -2.787 0.778
C -6.832 4.790 -0.206
O 0.359 -3.398 1.345
H -8.820 6.943 -3.798
O 12.657 -1.137 -0.887
C -7.415 -0.579 -5.422
H -4.367 3.480 0.126
C -2.210 5.121 -0.657
H 0.281 -1.192 3.582
O -9.178 2.753 -3.379
H 6.294 -1.578 1.006
C -2.218 -4.470 -1.613
H 11.706 -1.057 1.754
H 0.063 -7.471 4.539
H 2.138 -2.364 2.574
C -6.303 2.940 0.960
C 0.265 -6.648 5.218
H -6.741 5.686 -3.806
H -9.354 -0.133 -4.506
H -1.326 -4.636 0.359
O 4.806 -1.564 -0.420
H -2.698 -5.446 -1.748
H -5.816 2.727 1.908
C 10.294 3.982 -0.360
O -5.824 -2.456 2.441
C -8.296 -0.172 -4.263
O 5.044 -2.014 -2.615
H -6.814 6.008 -2.060
H -3.764 0.560 -1.836
O -6.181 -2.436 -2.849
H -2.203 6.351 2.224
O -6.945 4.229 1.007
C 1.164 -1.313 4.211
C 2.528 0.460 3.889
H 0.896 -1.317 -1.079
H -0.430 -5.241 3.695
H 5.741 1.076 -0.422
H -7.918 -1.254 -6.119
O -7.597 4.187 -2.684
C 1.817 -5.011 5.350
O -8.043 -1.229 -3.315
Al -4.016 -0.854 0.139
C -5.331 3.095 -0.189
H -1.821 -4.189 -2.592
O 2.854 -4.457 5.531
H -7.992 0.777 -3.828
H -7.066 2.185 0.765
H 10.902 -0.171 -0.341
C 1.112 -1.646 -0.063
C 13.380 -2.087 -0.246
H 1.204 -3.567 -2.706
O 0.624 -4.387 5.243
H -0.031 -6.929 6.231
O -7.423 5.784 -0.537
C 0.463 -2.986 0.207
O 1.567 -0.019 4.701
C -1.110 6.803 0.380
O 9.129 1.143 1.109
H 8.499 4.359 -1.562
O 1.666 -6.349 5.219
O -5.997 4.100 -0.994
C -0.349 -5.332 4.779
O -6.364 -1.289 -4.772
H -0.634 -5.701 -0.848
H -0.068 7.062 0.550
O -9.454 4.979 -3.614
C 2.385 -1.754 3.439
O -2.598 5.083 0.640
O 8.351 2.769 -0.242
H -4.939 -0.549 -2.061
N -4.547 0.097 -1.383
O -2.652 4.440 -1.519
C -3.260 -3.420 -1.143
O 2.963 1.570 3.925
N 0.024 -3.676 -0.938
C 11.502 -1.800 0.981
C -8.780 3.865 -3.234
H -6.940 -1.965 0.325
H -0.925 5.178 1.829



[3]
C34H54Br2F2N5O3Si | ωB97M-V with the def2-TZVPD basis set

Computed properties:
**Largest force on an atom**: 9.996 eV/Å
**Charge**: +1
**LUMO level**: -3.058 eV
**Energy relative to the best compared isomer or geometry (same formula, charge and spin)**: 8.0252 eV

Positions of all 101 atoms, in Å:
C 4.804 -0.988 -0.693
H 8.618 0.603 0.426
O -2.637 1.466 -0.432
H -3.152 2.398 4.928
N -4.936 4.355 -1.192
H -1.063 -0.173 1.560
H -9.347 -0.760 -2.775
C -3.372 3.211 4.083
H -5.152 0.787 0.319
F -3.041 -0.915 0.191
H -1.458 -0.914 5.645
H 1.262 0.748 -1.940
H -8.723 -5.283 0.715
C -3.304 -0.948 -2.262
C 11.711 -2.450 2.216
H 7.155 0.946 2.368
H 4.494 1.157 -1.533
C 6.020 -1.467 -1.697
H -1.911 2.158 -5.438
H -5.959 -0.812 1.102
H 13.510 -3.278 1.359
H -5.687 0.561 -3.593
H 9.585 -1.660 3.862
H -4.348 3.491 1.416
N -0.124 0.086 1.209
H 10.948 -0.940 -0.082
C -4.625 -1.882 -1.837
C 12.691 -2.611 1.070
C -10.433 -2.759 -1.803
H 6.966 -0.817 -1.445
C 0.507 0.874 2.335
C 7.660 0.221 3.012
H -0.065 2.608 -5.173
H 11.284 -3.424 2.479
H -1.170 2.799 3.668
Br -1.962 3.407 -2.752
H -3.376 4.283 4.570
H 1.683 0.681 2.416
H -7.110 0.592 0.484
N 10.587 -1.537 1.946
H 5.693 -1.416 -2.825
C 10.311 -0.835 0.780
H -3.789 0.093 -2.587
H 12.236 -2.062 3.095
C -6.539 0.548 -2.771
H -1.845 4.094 2.480
H 0.380 2.034 2.268
O -4.588 3.135 -0.670
C -2.378 2.441 0.570
C -7.760 -1.985 -1.278
C -8.877 -4.370 -0.036
C -1.483 0.726 -1.005
H -3.482 1.615 2.195
H 4.110 -1.871 -0.340
C -0.856 0.877 -3.748
Br -0.133 -0.957 -3.860
H 1.166 -1.013 -1.049
H -4.416 2.997 3.598
H -6.546 1.590 -2.191
H 3.336 -0.099 -2.348
H 5.267 -0.518 0.297
C -3.659 3.526 0.442
H -7.562 0.363 -3.327
H 13.125 -1.647 0.784
O -5.402 4.227 -2.312
C -0.827 -0.278 4.869
C -2.105 3.054 3.003
C 9.645 -1.251 2.859
H -4.944 -2.491 -2.814
C -0.111 0.223 3.744
Si -6.198 -0.801 -1.424
H -4.382 -2.694 -1.033
H 8.016 0.726 3.915
H -0.584 0.985 -6.085
C 3.839 0.198 -1.334
H 0.280 1.892 0.096
C -0.106 0.781 -0.120
H 2.872 -0.195 0.772
H -1.441 3.157 0.420
H 12.200 -3.039 0.190
H 6.263 -2.586 -1.433
C -0.839 1.730 -5.190
C -2.192 -0.792 -1.061
N -2.513 1.967 2.034
C -1.368 1.462 -2.492
H -11.209 -4.806 -0.638
N 8.801 -0.361 2.318
H -3.287 4.636 0.354
C -6.076 0.069 0.322
H -11.477 -2.535 -2.336
C 9.190 -0.091 1.018
C 1.228 0.146 -0.909
F -1.227 -1.903 -0.935
C -7.610 -3.314 -0.280
C 2.659 0.478 -0.188
H -6.589 -3.524 0.278
H 6.963 -0.576 3.281
H -2.914 -1.439 -3.247
C -9.194 -1.685 -2.073
H 2.711 1.627 0.038
C -10.313 -4.072 -0.810



[4]
C34H54N3O2P2Sn | ωB97M-V with the def2-TZVPD basis set

Computed properties:
**Largest force on an atom**: 4.273 eV/Å
**Charge**: +3
**LUMO level (alpha / beta)**: -10.969 / -9.973 eV
**Energy relative to the best compared isomer or geometry (same formula, charge and spin)**: 0.0000 eV

Positions of all 96 atoms, in Å:
H -3.215 -0.388 3.625
H -2.252 2.227 2.251
H -3.526 3.563 -1.907
H 0.049 -2.706 5.760
H 4.064 -3.727 1.435
C 0.416 -2.062 -2.529
H 1.592 -4.146 -1.212
C 0.470 2.698 -4.268
H 5.891 0.762 -0.530
H -3.254 0.024 -3.025
H -3.891 2.658 1.708
C 0.894 1.491 -4.864
H -3.650 1.916 3.298
Sn 0.070 -0.030 0.170
H 4.885 1.291 -2.811
H 1.485 0.530 -6.725
H -5.154 -0.781 1.011
P 2.473 -1.089 -0.865
N -0.449 -1.596 -1.510
C 1.234 1.460 -6.203
H -2.878 -1.962 0.218
H -5.525 1.709 -0.573
H -2.058 3.105 -1.017
H 4.225 2.471 -0.801
H 4.004 -4.217 -1.779
C 1.988 -3.860 -0.231
H 2.407 -2.000 -3.280
H 4.923 -0.049 0.708
C 4.099 0.530 -2.646
H 0.516 -2.983 -4.492
C 1.034 -2.545 5.292
O 0.126 -1.948 1.855
H -3.228 -3.183 -2.266
N -0.040 2.132 -1.865
H -1.874 1.102 -2.798
H 4.025 -2.571 -2.349
H 1.025 0.541 -4.326
C 3.408 1.755 -0.587
C 0.665 2.629 1.656
C -4.975 0.141 1.582
C 1.254 2.634 -6.984
C -2.776 -1.274 -0.642
C -2.231 -2.821 -2.508
C -1.752 -1.882 -1.608
C 3.154 -2.831 -0.325
H 1.169 -3.417 0.348
H -1.865 -3.983 -4.254
H 4.656 -2.095 1.113
H 5.537 -0.971 -0.708
C 0.342 -2.490 2.959
H -1.721 -0.378 2.670
H 0.329 0.203 3.967
C -2.956 1.046 -2.752
H 1.654 -1.926 5.951
C -3.485 0.495 1.677
H -3.750 -1.278 -1.164
H 3.280 1.743 0.506
N 0.905 -1.856 4.008
C 0.786 3.881 -4.940
C -3.141 2.945 -1.084
H 0.092 -3.553 3.174
H 2.268 -4.796 0.285
C -3.482 1.473 -1.372
H 3.196 0.881 -3.168
C 0.034 2.683 -2.886
H 4.441 -0.408 -3.109
H 1.811 -0.197 3.034
H 1.378 2.634 -8.076
H 1.039 4.778 -6.864
H -5.267 0.202 -1.510
C -2.807 -0.522 2.611
C 3.772 -2.733 1.063
H 1.507 -3.526 5.141
H 5.206 -3.035 -1.174
O 0.707 3.672 2.143
C 1.235 -0.427 3.944
C 3.850 0.384 -1.141
H -5.364 1.763 -2.330
C 1.051 3.832 -6.299
C 4.156 -3.181 -1.446
C -3.304 1.911 2.255
H -3.003 -1.559 2.308
H 1.840 -0.204 4.831
H -5.577 0.950 1.155
H -3.612 3.299 -0.158
C -4.998 1.263 -1.421
C 1.829 -1.947 -2.298
H -3.358 1.742 -3.506
C -1.425 -3.283 -3.554
H 3.049 -2.324 1.779
H 0.820 4.771 -4.311
H 2.493 2.132 -1.064
H -5.353 -0.027 2.603
P -2.592 0.460 -0.013
C -0.117 -2.855 -3.612
C 5.119 -0.011 -0.375